1.
C31H21Cl3GeNO4SV | ωB97M-V/def2-TZVPD

```
63
Properties=species:S:1:pos:R:3:forces:R:3
V -0.2731 -1.1816 -0.0090 0.558 0.860 0.529
Cl 5.1566 -0.4947 5.0515 0.012 0.000 0.008
C 3.7393 -0.7159 4.0789 -0.254 -0.014 -0.025
C 3.8626 -0.9160 2.7188 0.222 0.004 -0.124
C 2.7182 -1.0775 1.9638 -0.192 -0.016 -0.227
Cl 2.8264 -1.3265 0.2450 0.021 0.015 0.007
C 1.4313 -1.0428 2.5030 0.041 0.077 0.011
O 0.3458 -1.1652 1.7559 -0.138 -0.208 -0.449
C 1.3628 -0.8361 3.8881 -0.504 -0.068 -0.221
Cl -0.2152 -0.7424 4.5948 0.101 0.007 0.078
C 2.4843 -0.6802 4.6700 0.231 0.053 0.184
H 4.8335 -0.9396 2.2441 -0.011 0.003 0.021
H 2.3823 -0.5157 5.7335 -0.009 -0.003 -0.016
C 2.7372 2.8356 2.9811 0.004 -0.005 -0.022
C 3.1619 2.8023 1.6595 -0.017 -0.010 -0.038
C 2.2800 2.4245 0.6532 -0.080 -0.004 0.160
C 0.9663 2.0699 0.9629 0.024 0.019 -0.070
C 0.5488 2.1102 2.2943 0.126 0.040 -0.047
C 1.4274 2.4969 3.2972 -0.018 -0.012 -0.016
Ge -0.2312 1.3705 -0.4156 0.031 -0.272 0.005
C 0.5095 1.7662 -2.1829 -0.076 0.028 0.055
C 1.6173 1.0708 -2.6687 -0.076 0.116 -0.077
C 2.1523 1.3786 -3.9123 0.018 -0.035 0.023
C 1.5793 2.3785 -4.6870 -0.014 0.004 0.013
C 0.4704 3.0688 -4.2185 -0.038 0.007 0.040
C -0.0632 2.7637 -2.9718 0.115 -0.081 -0.038
C -1.9966 2.1915 -0.2508 0.057 -0.013 -0.018
C -3.1225 1.5540 -0.7764 0.016 0.185 0.102
C -4.3713 2.1568 -0.6963 0.040 -0.059 -0.024
C -4.5046 3.3990 -0.0916 -0.031 0.002 -0.006
C -3.3927 4.0408 0.4346 0.057 0.004 0.018
C -2.1423 3.4394 0.3569 -0.101 -0.112 -0.052
H 3.4267 3.1242 3.7651 -0.006 -0.004 -0.007
H 4.1819 3.0700 1.4106 -0.009 0.002 0.010
H 2.6116 2.4051 -0.3786 0.044 0.001 0.006
H -0.4646 1.8204 2.5499 -0.011 -0.002 0.041
H 1.0956 2.5174 4.3287 -0.007 0.001 -0.014
H 2.0603 0.2800 -2.0738 0.026 -0.006 -0.022
H 3.0137 0.8353 -4.2812 -0.004 0.001 0.006
H 1.9954 2.6158 -5.6579 -0.002 0.002 -0.001
H 0.0194 3.8454 -4.8240 0.005 -0.006 0.004
H -0.9322 3.2996 -2.6068 -0.001 0.030 -0.039
H -3.0205 0.5833 -1.2458 -0.041 -0.024 -0.028
H -5.2415 1.6549 -1.1006 0.011 -0.003 -0.001
H -5.4799 3.8652 -0.0279 0.010 0.005 0.005
H -3.5007 5.0091 0.9074 0.012 -0.004 -0.001
H -1.2731 3.9353 0.7728 -0.016 0.052 0.017
O -2.5286 -2.6195 1.0406 -0.157 -0.231 -0.152
S -2.9277 -2.8487 -0.3287 -0.242 -0.290 0.255
O -4.2939 -2.7212 -0.7104 -0.029 0.029 -0.008
N -1.9178 -1.8706 -1.1979 0.445 -0.119 0.200
C -0.9104 -2.6025 -1.6934 0.884 0.093 -0.299
O 0.2200 -2.0262 -1.8517 -0.858 -0.420 0.325
C -1.1270 -4.0692 -1.7105 -0.266 0.100 0.010
C -0.3638 -5.0582 -2.3014 0.031 0.040 0.002
C -0.7660 -6.3729 -2.1195 -0.069 -0.091 0.042
C -1.8903 -6.6817 -1.3529 0.105 0.004 -0.072
C -2.6459 -5.6858 -0.7474 -0.097 0.128 0.119
C -2.2409 -4.3823 -0.9423 0.120 0.257 -0.157
H 0.5098 -4.8012 -2.8849 0.000 -0.019 -0.006
H -0.1992 -7.1722 -2.5777 -0.012 -0.006 0.012
H -2.1782 -7.7163 -1.2228 0.010 -0.001 -0.012
H -3.5130 -5.9164 -0.1432 0.011 -0.033 -0.021
```
Positions in Å, forces in eV/Å.

energy relative to the best compared isomer or geometry (same formula, charge and spin)	0.000	eV
electronic energy	-6349.34457	a.u.
multiplicity	3
total charge	0

=====

2.
C6H23NO8 | ωB97M-V/def2-TZVPD

```
38
Properties=species:S:1:pos:R:3:forces:R:3
C -2.5089 0.4806 0.8249 2.162 -1.716 0.180
N -1.3186 0.0228 0.7392 -3.090 -1.800 0.739
C -0.1575 0.6377 0.6302 5.096 3.318 -0.595
C 0.8846 0.0482 -0.0693 -0.218 0.020 -0.024
C 2.3447 0.4781 -0.3954 0.583 1.553 3.483
C 2.6418 1.1352 -1.7181 1.463 1.055 -1.781
C 2.0221 0.2322 -2.7186 -1.513 1.629 -2.204
O 2.4074 -0.8639 -2.9584 0.366 -1.343 -0.067
H -3.2134 -0.2968 0.9952 -1.199 -0.145 0.057
H -2.8179 1.4727 0.7232 -0.393 1.719 -0.005
H -0.0161 1.7166 1.1416 -0.352 -2.498 -1.392
H 0.7702 -0.9623 -0.5195 -0.642 0.589 0.587
H 2.6752 1.2699 0.3425 -0.411 -1.057 -0.225
H 3.0410 -0.3839 -0.1563 -0.991 0.812 -0.672
H 3.7694 1.3045 -1.9901 -1.772 -0.981 0.891
H 2.2747 2.1735 -1.8968 -0.404 -0.778 0.753
H 1.1090 0.6654 -3.3187 1.081 -0.594 0.936
O 1.4772 3.3972 1.3835 -0.758 3.337 -0.613
H 1.3677 2.7828 2.0451 -0.201 -2.173 2.541
H 1.9284 2.9587 0.7091 1.091 -0.964 -1.719
O -0.0626 -2.3076 1.9345 1.178 3.067 -1.570
H -0.6986 -1.7818 1.3685 0.804 -0.876 0.883
H -0.4391 -3.0785 2.2540 -1.465 -2.091 0.789
O -1.5131 -0.0282 -1.9558 -0.593 -0.429 -0.918
H -2.1956 -0.5072 -2.4604 0.462 0.325 0.164
H -1.1054 -0.7310 -1.4357 0.095 0.053 -0.198
O 1.7863 -0.1285 2.8901 0.219 -4.078 3.018
H 1.9862 -0.7229 3.7410 0.177 2.910 -1.573
H 1.3836 -0.9843 2.5833 -0.490 1.202 -1.429
O -1.4599 2.7205 -1.3981 0.288 0.852 -2.586
H -1.5235 2.1607 -0.6479 0.150 -1.049 0.318
H -1.2970 2.1723 -2.2231 -0.378 0.554 2.106
O -2.0517 -2.5021 -0.7905 -0.556 0.820 0.845
H -2.6911 -3.2027 -0.8754 -0.271 -0.678 -0.325
H -2.5723 -1.7943 -0.3481 0.626 -0.398 -0.507
O -2.8961 -2.5292 2.3294 -2.889 -7.875 0.250
H -2.6450 -2.8132 1.4801 0.705 -0.013 -1.473
H -2.7214 -1.7149 2.5141 2.038 7.723 1.335
```
Positions in Å, forces in eV/Å.

energy relative to the best compared isomer or geometry (same formula, charge and spin)	4.655	eV
electronic energy	-898.91869	a.u.
SMILES	C=N/C=C/CCC=O.O.O.O.O.O.O.O
multiplicity	1
total charge	0

=====

3.
C29H34ClFN5O5V | ωB97M-V/def2-TZVPD

```
76
Properties=species:S:1:pos:R:3:forces:R:3
V 0.6647 -2.4890 0.4519 0.136 -0.019 -0.538
C 0.6659 4.3603 3.4341 -0.020 -0.038 -0.012
C -0.5945 3.5150 3.3543 0.031 0.089 0.069
N -0.4580 2.4023 2.3798 0.021 -0.076 -0.010
C -0.1321 1.1986 2.8464 0.008 0.049 0.043
C 0.0566 0.1200 2.0179 -0.017 -0.169 -0.006
C 0.5920 -1.2349 2.3615 0.330 0.481 0.135
O 1.7834 -1.4328 2.4792 -0.060 -0.085 0.095
O -0.2265 -2.2414 2.0466 -0.189 -0.215 0.030
C -0.0708 0.2578 0.6337 -0.013 0.016 0.027
O 0.1388 -0.7637 -0.1691 0.033 -0.100 0.037
C -0.4027 1.5409 0.1207 -0.017 0.037 -0.014
C -0.5135 1.7701 -1.2623 -0.004 -0.026 -0.028
C -0.7874 3.0177 -1.7225 0.027 0.000 -0.016
F -0.8132 3.2205 -3.0429 -0.007 0.000 0.013
C -0.9983 4.1220 -0.8562 0.015 -0.034 0.038
C -0.8925 3.8882 0.5025 -0.012 0.078 0.032
C -0.5822 2.6189 1.0149 0.000 -0.030 -0.083
N -1.2963 5.4089 -1.3221 -0.040 0.001 -0.039
C -1.9046 5.6074 -2.6342 0.011 0.040 0.020
C -2.7022 6.9003 -2.6356 -0.029 -0.095 -0.025
N -1.8029 8.0514 -2.2759 -0.021 0.039 -0.003
C -1.1285 7.8258 -0.9517 0.067 -0.028 0.071
C -0.3905 6.4987 -0.9745 -0.010 -0.005 -0.018
H 0.5148 5.1627 4.1547 -0.002 0.002 0.001
H 0.9259 4.8038 2.4732 0.004 0.005 0.001
H 1.5113 3.7613 3.7721 0.007 0.011 -0.004
H -1.4765 4.0924 3.0855 -0.002 -0.014 -0.014
H -0.8075 3.0575 4.3177 -0.023 -0.021 -0.014
H -0.0168 1.1123 3.9188 -0.005 0.016 0.002
H -0.3368 0.9687 -1.9660 -0.001 -0.002 0.004
H -1.0761 4.7147 1.1720 0.000 -0.007 0.003
H -2.5971 4.7995 -2.8565 -0.001 0.004 -0.002
H -1.1569 5.6328 -3.4370 0.001 -0.005 -0.001
H -3.4989 6.8781 -1.8941 0.009 0.023 0.012
H -3.1257 7.0947 -3.6191 0.004 0.033 0.005
H -2.3425 8.9197 -2.2471 0.007 0.002 -0.010
H -1.0966 8.1775 -3.0067 -0.001 -0.005 0.000
H -1.9120 7.8315 -0.1959 -0.021 0.005 -0.020
H -0.4437 8.6525 -0.7725 -0.019 0.018 -0.015
H 0.0409 6.3380 0.0108 0.005 0.005 0.000
H 0.4446 6.5511 -1.6887 0.003 -0.004 0.005
Cl 4.8539 -7.8655 3.5083 0.009 -0.030 0.015
C 4.4548 -6.6238 2.4058 -0.010 0.052 -0.055
C 5.2131 -6.4552 1.2507 0.027 -0.018 0.011
C 4.8896 -5.4462 0.3677 -0.017 -0.017 -0.001
C 3.7940 -4.6154 0.6285 -0.028 -0.040 -0.039
C 3.0463 -4.7857 1.7968 0.027 0.000 -0.093
C 3.3757 -5.7854 2.6850 -0.027 0.006 0.056
C 3.5334 -3.5795 -0.3545 0.147 0.134 0.299
O 4.1486 -3.1121 -1.2264 -0.081 -0.019 -0.158
O 2.1218 -2.9912 -0.1866 -0.296 -0.032 0.147
H 6.0496 -7.1119 1.0576 0.000 0.006 -0.001
H 5.4723 -5.2967 -0.5314 0.005 -0.007 0.002
H 2.2422 -4.1048 2.0490 -0.012 -0.033 0.041
H 2.8210 -5.9208 3.6027 0.001 0.004 -0.001
C -0.3265 -3.5972 -2.0662 -0.047 -0.047 -0.105
C -1.3263 -4.5535 -2.7812 0.030 0.034 0.015
N -2.1585 -5.2297 -1.8015 -0.034 -0.058 -0.030
C -1.3396 -6.0022 -0.8868 0.014 0.018 0.009
C -0.3835 -5.0534 -0.0972 -0.021 -0.074 0.000
N -0.5956 -3.6531 -0.5930 0.135 0.079 0.048
C -2.0180 -3.2513 -0.3333 -0.131 -0.018 -0.024
C -2.9507 -4.2624 -1.0679 0.022 0.032 0.023
H -0.4436 -2.5616 -2.3868 0.005 0.009 0.034
H 0.7089 -3.8928 -2.2262 0.005 -0.004 0.021
H -0.7843 -5.2951 -3.3655 0.006 -0.003 0.007
H -1.9652 -3.9963 -3.4645 -0.007 0.000 0.005
H -0.7614 -6.7313 -1.4517 0.005 0.006 -0.003
H -1.9827 -6.5472 -0.1982 -0.003 0.008 0.005
H 0.6642 -5.3137 -0.2541 0.001 0.017 -0.005
H -0.5960 -5.0661 0.9748 -0.001 0.022 0.001
H -2.1462 -2.2346 -0.7040 0.039 0.005 -0.001
H -2.1825 -3.2553 0.7432 0.023 -0.003 0.005
H -3.6039 -3.7343 -1.7608 0.002 -0.001 -0.004
H -3.5800 -4.7861 -0.3503 0.008 -0.001 0.007
```
Positions in Å, forces in eV/Å.

energy relative to the best compared isomer or geometry (same formula, charge and spin)	0.758	eV
electronic energy	-3278.68881	a.u.
multiplicity	2
total charge	+3

=====

4.
C4H7Cl2NSi | ωB97M-V/def2-TZVPD

```
15
Properties=species:S:1:pos:R:3:forces:R:3
C -0.1820 2.9033 0.9523 -0.328 -1.347 -0.466
C 1.5589 -2.6905 -0.2144 -1.941 2.683 4.468
C -1.0191 3.9284 1.3500 1.559 0.297 2.342
C 1.4529 -1.3815 -0.9441 -0.106 0.228 -1.578
N 0.2816 1.9036 0.5594 -0.313 1.186 0.480
Si 2.4158 0.1572 -0.2497 -1.488 0.279 -2.752
Cl 2.7733 0.3571 1.6849 0.549 -0.483 1.660
Cl 4.1177 0.5450 -1.3709 0.403 -0.399 0.091
H 1.6378 -2.4586 0.9232 0.162 -0.696 -1.603
H 0.6362 -3.1891 -0.2617 -1.127 -1.093 -0.344
H 2.3287 -3.2829 -0.4945 2.440 -1.774 -0.879
H -1.7744 4.2172 0.6970 -1.165 0.582 -0.910
H -0.8956 4.3954 2.3639 -0.180 -0.522 -1.339
H 0.3370 -1.1227 -1.1810 2.178 -0.130 0.522
H 1.9625 -1.6668 -1.9055 -0.644 1.187 0.306
```
Positions in Å, forces in eV/Å.

energy relative to the best compared isomer or geometry (same formula, charge and spin)	0.000	eV
electronic energy	-1421.19083	a.u.
multiplicity	3
total charge	0

=====

5.
C2H3ClF2O | ωB97M-V/def2-TZVPD

```
9
Properties=species:S:1:pos:R:3:forces:R:3
C -1.3446 0.4018 0.4645 -3.455 -1.370 0.904
C 1.9251 -0.5306 -1.0517 0.128 -1.379 0.464
O -1.0872 -0.8801 0.0180 2.810 0.366 -0.261
F -0.9274 1.3075 -0.4207 0.540 1.238 -1.093
F 2.4711 -1.4652 -0.2652 -0.271 0.867 -0.626
Cl 2.4707 0.9651 -0.5165 0.353 0.545 0.220
H -0.9190 0.6505 1.4341 0.285 -0.082 0.150
H -2.4960 0.3976 0.5214 1.602 0.499 0.095
H -0.0926 -0.8466 -0.1838 -1.991 -0.683 0.148
```
Positions in Å, forces in eV/Å.

energy relative to the best compared isomer or geometry (same formula, charge and spin)	3.103	eV
electronic energy	-813.05125	a.u.
multiplicity	1
total charge	0

=====

6.
C7H12N2O3S | ωB97M-V/def2-TZVPD

```
25
Properties=species:S:1:pos:R:3:forces:R:3
C -3.8893 -0.4423 -0.1824 -2.341 3.866 2.891
C -2.9729 -0.3921 0.7576 1.040 -0.868 2.650
C 4.1001 -0.9776 -0.5230 0.661 -0.167 1.292
C -0.8695 0.8366 -0.8583 1.023 1.142 0.898
C -1.6353 -1.0299 0.5800 -0.109 1.085 -0.534
C 0.7566 -0.6970 0.3646 0.943 3.220 -2.462
C -0.5202 0.0926 0.4055 -0.470 -2.759 -0.523
N 3.6877 -0.0002 0.5129 -0.710 -0.216 -0.205
N 1.9328 2.8615 -0.9309 -1.243 -0.749 0.092
O 3.2160 -1.3956 -1.2947 -0.251 -0.139 -0.605
O 5.3044 -1.3640 -0.4203 -1.014 0.579 -0.248
O 1.9236 1.2707 1.7840 -0.176 -0.055 0.578
S 2.2403 0.6242 0.5002 0.633 -0.221 -1.140
H -4.7302 0.3119 -0.1547 0.461 -1.319 0.156
H -3.6909 -0.8377 -1.0771 0.787 -1.664 -3.339
H -3.0576 0.0039 1.8364 -0.491 0.055 -1.983
H -1.6536 1.4846 -0.4371 -0.040 0.316 -1.330
H -1.2106 0.1597 -1.6339 -0.215 0.041 -0.232
H 0.0385 1.4053 -1.1827 -0.882 -0.081 0.081
H -1.4343 -1.7684 1.3505 0.267 0.055 0.240
H -1.6496 -1.5045 -0.3986 0.138 -0.535 0.016
H 0.8608 -1.2774 -0.5333 0.343 -0.129 -0.453
H 0.8513 -1.2678 1.1880 0.659 -1.994 2.954
H -0.5026 0.7722 1.2178 0.005 0.609 1.028
H 2.9045 3.1312 -0.8705 0.979 -0.072 0.176
```
Positions in Å, forces in eV/Å.

energy relative to the best compared isomer or geometry (same formula, charge and spin)	3.054	eV
electronic energy	-1007.09704	a.u.
multiplicity	1
total charge	-2

=====

> Look up the multiplicity of the fourth one.

3